{
  "formula": "C4H7NO",
  "method": "ωB97M-V/def2-TZVPD",
  "symbols": ["C", "C", "C", "O", "C", "N", "H", "H", "H", "H", "H", "H", "H"],
  "xyz": [[-0.5502, -1.4402, 0.0794], [-0.0101, -0.0221, 0.0157], [-0.9315, 0.8818, -0.7673], [-1.8382, 0.4581, -1.4405], [0.9141, 0.7103, 0.9524], [1.4426, 0.0365, -0.2099], [-0.9386, -1.6796, -0.9170], [0.2621, -2.1314, 0.2962], [-1.3790, -1.6042, 0.7733], [-0.7821, 1.9788, -0.6786], [0.8897, 1.8033, 0.9093], [1.1977, 0.3359, 1.9336], [1.7236, 0.6727, -0.9468]],
  "de_lowest_kcal_mol": 48.80,
  "homo_ev": -9.8,
  "total_energy_ha": -286.553886,
  "homo_lumo_gap_ev": 10.6890,
  "smiles": "C[C@@]1(C=O)CN1"
}

{
  "formula": "C2H7O2P2S",
  "method": "ωB97M-V/def2-TZVPD",
  "symbols": ["C", "C", "O", "O", "P", "P", "S", "H", "H", "H", "H", "H", "H", "H"],
  "xyz": [[1.2060, 1.1297, -0.5004], [-0.4321, 1.0935, -0.4044], [-0.5633, -1.5552, 0.5035], [1.9571, -2.5573, 1.1876], [-3.2800, -0.6682, -0.6331], [-1.3850, -0.3861, 0.1106], [-0.9711, 1.4020, 1.3788], [1.5667, 0.0572, -0.3514], [1.4665, 1.8583, 0.1612], [1.5566, 1.4982, -1.4321], [-0.8373, 1.7949, -1.0254], [2.0977, -1.6483, 1.5587], [-3.4990, 0.4714, -1.2411], [1.1173, -2.4900, 0.6875]],
  "de_lowest_kcal_mol": 30.08,
  "homo_ev": -3.5,
  "total_energy_ha": -1311.823326,
  "homo_lumo_gap_ev": 6.8903,
  "total_charge": -1
}

{
  "formula": "C40H86F10N11O22S10",
  "method": "ωB97M-V/def2-TZVPD",
  "symbols": ["C", "C", "N", "C", "C", "N", "C", "C", "H", "H", "H", "H", "H", "H", "H", "H", "H", "H", "H", "C", "C", "C", "N", "C", "C", "C", "C", "C", "H", "H", "H", "H", "H", "H", "H", "H", "H", "H", "H", "H", "H", "H", "H", "H", "H", "H", "C", "C", "C", "N", "C", "C", "C", "C", "C", "H", "H", "H", "H", "H", "H", "H", "H", "H", "H", "H", "H", "H", "H", "H", "H", "H", "H", "C", "C", "C", "N", "C", "C", "C", "C", "C", "H", "H", "H", "H", "H", "H", "H", "H", "H", "H", "H", "H", "H", "H", "H", "H", "H", "H", "C", "C", "C", "N", "C", "C", "C", "C", "C", "H", "H", "H", "H", "H", "H", "H", "H", "H", "H", "H", "H", "H", "H", "H", "H", "H", "H", "N", "S", "O", "O", "F", "S", "O", "O", "F", "N", "S", "O", "O", "F", "S", "O", "O", "F", "N", "S", "O", "O", "F", "S", "O", "O", "F", "N", "S", "O", "O", "F", "S", "O", "O", "F", "N", "S", "O", "O", "F", "S", "O", "O", "F", "C", "C", "O", "O", "H", "H", "H"],
  "xyz": [[-2.7091, -5.2261, -4.7221], [-2.6184, -3.7174, -4.9644], [-3.3785, -2.9345, -3.9286], [-2.9011, -2.1803, -2.8785], [-3.9894, -1.5667, -2.2001], [-5.1378, -2.0329, -2.8212], [-4.7517, -2.8576, -3.9048], [-6.5030, -1.5290, -2.6066], [-2.3115, -5.6311, -3.7915], [-2.2250, -5.5552, -5.6415], [-3.6664, -5.7297, -4.8569], [-3.0728, -3.5751, -5.9449], [-1.6104, -3.3450, -5.1468], [-1.8288, -2.1337, -2.7581], [-4.0569, -0.8383, -1.4056], [-5.3324, -3.4889, -4.5609], [-6.9455, -2.1469, -1.8253], [-7.1273, -1.5108, -3.4999], [-6.3492, -0.5538, -2.1444], [-1.0951, -3.0006, 1.3303], [-1.2317, -1.7271, 0.5722], [0.1075, -1.1413, 0.1278], [0.0710, 0.3461, -0.1660], [-0.9557, 0.7250, -1.2682], [1.4300, 0.8017, -0.6306], [1.5850, 2.2516, -0.3820], [0.4834, 2.7038, 0.5601], [-0.1498, 1.3923, 0.9894], [-0.3342, -3.6462, 0.8917], [-2.0971, -3.4184, 1.4279], [-0.8221, -2.7387, 2.3525], [-1.8790, -0.9759, 1.0249], [-1.7509, -1.9941, -0.3482], [0.5912, -1.5693, -0.7503], [0.8139, -1.1933, 0.9563], [-1.0230, 1.8105, -1.3413], [-1.9418, 0.2612, -1.2437], [-0.4742, 0.6076, -2.2390], [1.7130, 0.4140, -1.6092], [2.1512, 0.3871, 0.0737], [1.5720, 2.8243, -1.3092], [2.6268, 2.4249, -0.1120], [-0.0811, 3.3888, -0.0725], [0.9487, 3.2094, 1.4062], [-1.2366, 1.3937, 1.0739], [0.3358, 0.9642, 1.8663], [-8.0827, 0.0172, 5.0418], [-7.2119, -1.1820, 4.9688], [-5.7556, -0.6810, 5.1281], [-4.9204, -1.7166, 5.8108], [-5.2604, -1.7093, 7.3266], [-3.3842, -1.3141, 5.6319], [-2.5580, -2.4897, 5.0991], [-3.7061, -3.2004, 4.3732], [-4.9642, -3.0690, 5.2108], [-9.1487, -0.2079, 5.0734], [-8.0009, 0.7252, 4.2171], [-7.9570, 0.5170, 6.0022], [-7.3478, -1.7258, 4.0340], [-7.5339, -1.9123, 5.7111], [-5.5763, 0.1679, 5.7879], [-5.3062, -0.3850, 4.1803], [-6.2321, -2.1330, 7.5801], [-5.1644, -0.6509, 7.5689], [-4.5390, -2.2927, 7.8987], [-3.1250, -0.8485, 6.5828], [-3.3823, -0.4773, 4.9335], [-2.1501, -2.9515, 5.9983], [-1.7206, -2.2376, 4.4485], [-3.4499, -4.2463, 4.2046], [-3.9675, -2.9755, 3.3392], [-5.0486, -3.8232, 5.9932], [-5.8143, -3.1201, 4.5305], [2.5510, -4.1638, 0.0469], [3.6656, -3.0510, 0.0481], [4.4598, -2.9001, -1.3414], [5.4523, -1.7372, -1.4863], [6.2295, -1.5100, -0.2246], [6.3580, -1.9665, -2.6845], [6.6067, -0.6021, -3.3830], [5.6502, 0.3603, -2.6051], [4.6604, -0.4685, -1.9412], [1.8825, -4.0978, 0.9053], [2.9424, -5.1434, -0.2273], [1.8802, -3.9916, -0.7948], [4.2406, -3.0005, 0.9727], [3.1445, -2.1113, 0.2313], [3.7744, -2.7274, -2.1712], [5.0807, -3.7803, -1.5078], [5.4607, -1.1501, 0.4592], [7.0336, -0.8026, -0.4275], [6.5831, -2.5055, 0.0437], [7.3139, -2.2517, -2.2454], [5.8836, -2.6936, -3.3436], [7.6581, -0.3914, -3.1872], [6.5081, -0.4384, -4.4561], [6.1430, 1.0117, -1.8834], [5.2282, 1.0958, -3.2900], [4.2456, -0.0630, -1.0184], [3.8856, -0.7834, -2.6402], [2.9265, 6.6091, 0.9166], [3.2838, 7.1213, -0.4814], [3.2895, 6.0299, -1.5257], [3.4040, 6.4731, -2.9763], [4.7472, 7.1269, -3.3079], [2.3003, 7.3435, -3.5665], [2.3927, 7.1152, -5.0402], [2.8915, 5.7189, -5.2475], [3.1687, 5.2210, -3.8668], [1.8931, 6.2678, 0.8559], [2.9545, 7.4101, 1.6553], [3.5492, 5.7948, 1.2871], [4.2332, 7.6543, -0.4307], [2.6182, 7.9377, -0.7618], [2.4231, 5.4501, -1.2075], [4.1609, 5.4217, -1.2832], [4.6228, 8.1407, -2.9273], [4.9243, 7.3234, -4.3653], [5.5033, 6.5575, -2.7673], [2.3657, 8.3381, -3.1253], [1.3282, 7.0102, -3.2032], [2.7946, 7.9930, -5.5461], [1.4226, 7.3098, -5.4976], [3.6564, 5.6443, -6.0205], [2.1304, 5.0702, -5.6811], [4.0875, 4.6354, -3.8992], [2.4772, 4.5230, -3.3948], [-0.8361, 5.3042, -4.4836], [-1.0340, 4.5205, -3.2497], [-2.2369, 3.7692, -3.0259], [-0.3451, 5.1639, -2.0917], [0.0524, 3.4038, -3.6358], [-1.7494, 6.6278, -4.0449], [-0.9496, 7.8129, -3.9251], [-2.9561, 6.5302, -3.0928], [-2.5862, 6.9554, -5.4141], [2.9537, -3.7108, 5.6895], [2.8825, -3.3709, 4.2048], [3.9817, -2.6309, 3.6171], [1.5375, -3.1112, 3.6223], [3.0544, -4.9000, 3.6150], [2.2555, -2.2954, 6.2520], [0.8200, -2.3427, 6.4122], [3.0504, -1.0950, 6.1260], [2.5861, -2.6351, 7.7860], [-2.5689, -8.0841, 2.1349], [-1.9626, -7.1261, 1.1371], [-0.6665, -7.4368, 0.4590], [-2.2975, -5.7137, 1.1611], [-2.9858, -7.6699, 0.0051], [-1.5328, -7.5527, 3.3095], [-1.6786, -6.2011, 3.9101], [-0.1718, -8.0834, 3.3132], [-2.1625, -8.4074, 4.5021], [-4.1463, 0.8423, 0.0284], [-4.7954, 0.0627, 1.3774], [-5.9829, 0.5206, 2.0770], [-3.8876, -0.7952, 2.1457], [-5.3864, -1.2135, 0.5031], [-4.1885, 2.2180, 0.5835], [-3.5013, 2.5569, 1.8133], [-5.2818, 3.0599, 0.2361], [-3.0580, 2.7263, -0.4971], [3.3107, 1.0987, 2.1822], [4.9708, 1.7012, 2.0931], [6.0131, 0.7093, 1.8358], [5.3259, 2.8943, 2.8653], [4.8039, 2.3878, 0.6895], [3.0852, 1.6165, 3.5951], [2.4095, 2.8958, 3.7449], [4.0105, 1.3308, 4.6793], [1.7657, 0.6655, 3.8593], [0.9977, -2.2964, -6.0409], [1.5775, -1.6068, -4.8242], [2.8276, -1.7327, -4.7338], [0.6931, -1.0922, -4.0322], [-0.0852, -2.4121, -5.9966], [1.2286, -3.3570, -6.1408], [1.2354, -1.9058, -7.0303]],
  "homo_ev": [-8.1, -8.1],
  "total_energy_ha": -8813.173663,
  "homo_lumo_gap_ev": [6.9450, 2.2615],
  "multiplicity": 2
}

{
  "formula": "C43H73Br2FNO6P",
  "method": "ωB97M-V/def2-TZVPD",
  "symbols": ["C", "C", "N", "C", "C", "Br", "C", "C", "C", "O", "Br", "C", "C", "C", "C", "C", "C", "C", "C", "C", "O", "C", "C", "C", "C", "O", "C", "P", "O", "C", "C", "C", "O", "F", "C", "O", "H", "H", "H", "H", "H", "H", "H", "H", "H", "H", "H", "H", "H", "H", "H", "H", "H", "H", "H", "H", "H", "H", "H", "H", "H", "H", "H", "H", "H", "H", "H", "C", "C", "C", "C", "C", "C", "H", "H", "H", "H", "H", "H", "H", "H", "H", "H", "H", "H", "H", "H", "C", "C", "C", "C", "C", "C", "H", "H", "H", "H", "H", "H", "H", "H", "H", "H", "H", "H", "H", "H", "C", "C", "C", "C", "C", "C", "H", "H", "H", "H", "H", "H", "H", "H", "H", "H", "H", "H", "H", "H"],
  "xyz": [[-3.5628, 2.7557, 6.7985], [-4.2629, 1.7502, 5.7084], [-5.3541, 2.4399, 4.8624], [-5.1831, 1.7608, 3.4870], [-6.0275, 0.3506, 3.2960], [-7.2119, -0.2865, 4.8165], [-5.8447, -0.4511, 1.8638], [-6.6995, -1.8463, 1.6873], [-8.0715, -1.6772, 0.7719], [-8.7339, -2.7232, 0.2114], [-8.9361, 0.1384, 0.4287], [-4.8519, 0.1966, 0.6839], [-4.7410, -0.6369, -0.7182], [-3.5988, -1.8000, -0.7743], [-2.6768, -1.9702, 0.5664], [-1.3078, -1.0091, 0.5552], [-0.3446, -1.2653, 1.8817], [0.7294, -2.4925, 1.6978], [2.0415, -2.1377, 0.7822], [3.1902, -1.2353, 1.5371], [4.4810, -1.4627, 0.8286], [5.3179, -0.2520, 0.8383], [-4.0578, 1.6223, 0.8966], [-4.2095, 2.4397, 2.3475], [-3.3698, 3.8411, 2.5177], [-2.9456, 4.3572, 3.6937], [-2.9506, 4.7110, 1.1685], [-2.6528, 6.6007, 1.3712], [-3.9007, 7.4899, 0.9849], [-2.8440, 3.9467, -0.1054], [-2.4751, 4.7291, -1.5368], [-0.8461, 4.8190, -1.6945], [-0.1859, 5.9685, -1.8644], [-0.0856, 3.5215, -1.5866], [-3.1116, 2.3180, -0.2541], [-2.5743, 1.7055, -1.3143], [-2.9490, 2.0833, 7.5683], [-4.3360, 3.4054, 7.3935], [-2.7533, 3.4265, 6.2555], [-4.7352, 0.7802, 6.1618], [-3.4148, 1.4685, 4.9167], [-5.1377, 3.4586, 4.7949], [-7.0491, -2.3322, 2.7017], [-6.0103, -2.6159, 1.1380], [-5.7977, -1.1677, -0.8775], [-4.6142, 0.0890, -1.6500], [-2.9017, -1.5572, -1.7122], [-4.1266, -2.8301, -0.9711], [-2.2460, -3.0836, 0.5295], [-3.2647, -1.9057, 1.5871], [-0.6394, -1.3442, -0.3756], [-1.5544, 0.1339, 0.5135], [0.2938, -0.2793, 2.0356], [-1.0382, -1.4338, 2.8335], [0.2191, -3.5084, 1.3318], [1.1418, -2.7415, 2.7884], [2.5845, -3.1537, 0.4680], [1.7197, -1.5565, -0.1816], [3.3840, -1.5283, 2.6593], [2.9449, -0.0713, 1.4959], [6.4203, -0.6121, 0.5628], [4.9985, 0.5471, 0.0151], [5.3810, 0.2886, 1.8871], [-1.5018, 6.9086, 0.5131], [-2.2152, 6.7912, 2.7495], [-2.9497, 4.1572, -2.4645], [-3.0210, 5.7855, -1.5086], [-2.9287, 10.6928, -6.3176], [-1.7783, 9.7986, -6.7549], [-2.1536, 8.3146, -6.8017], [-2.5590, 7.7012, -5.4565], [-1.5111, 7.8103, -4.3471], [-0.2193, 7.0757, -4.6703], [-3.2580, 10.4596, -5.3014], [-2.6161, 11.7420, -6.3317], [-3.7836, 10.5845, -6.9919], [-0.9177, 9.9566, -6.0973], [-1.4580, 10.1082, -7.7575], [-1.3103, 7.7532, -7.2193], [-2.9830, 8.1808, -7.5074], [-2.7974, 6.6418, -5.6179], [-3.4890, 8.1657, -5.1083], [-1.9323, 7.3856, -3.4273], [-1.2923, 8.8601, -4.1271], [-0.4079, 6.0119, -4.8454], [0.4812, 7.1611, -3.8327], [0.2712, 7.4903, -5.5556], [4.4424, -5.0109, -5.7238], [5.2137, -5.5948, -4.5498], [4.3099, -6.0302, -3.3926], [3.5041, -4.9043, -2.7346], [4.3352, -3.7480, -2.1750], [5.2794, -4.1741, -1.0615], [3.9009, -4.1042, -5.4408], [5.1315, -4.7461, -6.5324], [3.7225, -5.7359, -6.1156], [5.9603, -4.8732, -4.2034], [5.7742, -6.4698, -4.9017], [4.9258, -6.5287, -2.6357], [3.6082, -6.7906, -3.7577], [2.9050, -5.3373, -1.9230], [2.7824, -4.5019, -3.4550], [3.6510, -2.9872, -1.7789], [4.9040, -3.2617, -2.9739], [4.7260, -4.6188, -0.2286], [5.8254, -3.3053, -0.6787], [6.0178, -4.9004, -1.4132], [2.6193, -6.7193, 3.0270], [3.2913, -6.0548, 4.2190], [4.5530, -5.2735, 3.8403], [5.6876, -6.1152, 3.2451], [6.1820, -7.2624, 4.1284], [6.7764, -6.7893, 5.4460], [3.2714, -7.4602, 2.5566], [1.7089, -7.2360, 3.3481], [2.3397, -5.9764, 2.2739], [3.5196, -6.8071, 4.9806], [2.5773, -5.3605, 4.6793], [4.9176, -4.7455, 4.7286], [4.2834, -4.4942, 3.1167], [6.5311, -5.4489, 3.0218], [5.3701, -6.5266, 2.2798], [6.9519, -7.8182, 3.5789], [5.3726, -7.9730, 4.3240], [7.6211, -6.1151, 5.2739], [7.1402, -7.6460, 6.0232], [6.0364, -6.2672, 6.0592]],
  "homo_ev": -9.3,
  "total_energy_ha": -7776.952887,
  "homo_lumo_gap_ev": 6.5188,
  "smiles": "CCNc1c(Br)c(CC(=O)Br)c(CCCCCCCCOC)c2c1C(=O)C([PH2]=O)=C(CC(=O)F)C2=O.CCCCCC.CCCCCC.CCCCCC"
}